A structure of composition C34H50BaN2O2Se, computed with ωB97M-V/def2-TZVPD.

The geometry in XYZ format:
```
90
Properties=species:S:1:pos:R:3
Ba -0.0389 0.8852 -3.0421
Se -0.0336 1.1342 0.0981
O -1.9868 0.0873 -2.0285
O 1.8131 -0.1034 -2.0156
N 0.2075 6.1784 -2.3958
N 0.1702 3.7433 -2.7895
C 2.9943 -2.0791 3.2119
C 1.3729 8.6736 -2.9791
C -2.9097 -1.3496 1.7928
C -0.5991 7.0898 -3.2139
C 3.3243 -2.0044 0.7022
C 3.7737 -3.7517 -1.6631
C 0.1803 4.8858 -2.6050
C -1.8686 -0.4669 1.5802
C -5.7599 -1.4254 -1.4162
C 1.1196 6.7442 -1.3851
C -3.3838 -1.2982 -0.6271
C 1.1396 8.2589 -1.5268
C -2.3071 -0.3824 -0.8507
C 3.0983 -1.5797 -0.5957
C -3.1116 -3.4371 3.1506
C -4.0111 -1.3801 -3.1564
C 3.9726 -2.2262 -1.6899
C 1.6815 -0.5736 1.6035
C -2.3813 -1.3445 4.2680
C -4.2318 -3.3845 -1.7396
C 1.4049 -0.1353 0.3157
C 0.3066 8.0844 -3.9321
C 2.7050 -3.5872 3.2485
C 2.1013 -0.5817 -0.8338
C 2.6522 -1.5308 1.8299
C 5.4501 -1.9086 -1.4004
C 4.4802 -1.8413 3.5160
C -1.5684 -0.0185 0.3010
C -4.7324 -1.5601 3.5004
C -3.2761 -1.9099 3.1639
C 3.6910 -1.7697 -3.1260
C -3.6316 -1.7360 0.6624
C 2.1692 -1.4083 4.3112
C -4.3138 -1.8479 -1.7281
H -2.4694 -0.2584 4.3342
H 0.7925 7.5780 -4.7670
H -1.2589 -0.1126 2.3999
H 4.4007 -4.2228 -2.4245
H 3.2996 -4.1247 2.5083
H -5.0020 -1.9603 4.4811
H -1.3337 -1.5993 4.0952
H 2.9395 -3.9984 4.2337
H 2.7316 -4.0015 -1.8717
H -4.4510 -2.4309 0.8081
H -0.3163 8.8718 -4.3593
H 5.7603 -2.2769 -0.4223
H 5.1242 -2.3341 2.7861
H -1.1713 6.4942 -3.9220
H 0.7957 6.4455 -0.3864
H -6.4381 -1.8209 -2.1770
H 0.2038 8.6817 -1.1546
H -4.5177 -3.8188 -0.7814
H 4.3779 -2.2960 -3.7950
H 1.1126 -0.1488 2.4191
H 4.7079 -0.7737 3.4971
H -3.0171 -1.6920 -3.4734
H -4.7447 -1.8335 -3.8292
H 5.6176 -0.8299 -1.4221
H 2.6714 -2.0083 -3.4250
H 6.0885 -2.3725 -2.1569
H 4.0362 -4.1840 -0.6973
H -5.4250 -1.9751 2.7667
H -3.3643 -3.8582 4.1271
H 4.0871 -2.7591 0.8576
H -3.2135 -3.7074 -1.9650
H 1.9309 8.6506 -0.8875
H -2.6744 -1.7664 5.2313
H 3.8404 -0.6987 -3.2435
H -3.7593 -3.9011 2.4052
H -1.3138 7.6056 -2.5695
H 2.3478 -0.3317 4.3412
H 2.3655 8.3342 -3.2825
H -5.8444 -0.3369 -1.4108
H -2.0800 -3.7043 2.9127
H 4.7323 -2.2326 4.5049
H 1.3852 9.7610 -3.0490
H 1.6511 -3.7757 3.0345
H 1.1012 -1.5803 4.1637
H -4.8993 -3.7882 -2.5052
H 2.1204 6.3403 -1.5543
H -4.0751 -0.2981 -3.2473
H 2.4443 -1.8235 5.2827
H -6.0891 -1.7929 -0.4441
H -4.8710 -0.4774 3.5175
```

orbital gap = 6.5 eV
spin multiplicity = 1
maximum force = 0.81 eV Å⁻¹
energy = -4012.56003 Eh
lowest unoccupied orbital energy = -0.30 eV